The following is a DFT calculation (ωB97M-V/def2-TZVPD) of 8 unconnected molecules or ions with the total composition C22H28BBr6O20 in a non-equilibrium geometry.

Results
LUMO ... 1.860 eV
HOMO-LUMO gap ... 10.14 eV
Net charge ... -1
E_HOMO ... -8.279 eV
Multiplicity ... 1
DFT total energy ... -17829.23706 hartree

Element x y z (Å)
O1 -0.75 -3.09 -1.87
C1 -0.53 -1.94 -1.67
O2 0.45 -1.45 -0.94
B1 0.28 0.00 -0.85
O3 -0.98 0.32 -1.51
C2 -1.50 -0.76 -2.06
O4 -2.53 -0.88 -2.65
O5 1.41 0.79 -1.32
C3 1.70 1.77 -0.49
O6 2.47 2.67 -0.59
C4 0.90 1.50 0.80
O7 0.13 0.48 0.57
O8 0.83 2.24 1.75
Br1 -3.16 -6.30 3.02
C5 -2.66 -6.39 1.09
C6 -2.06 -5.06 0.67
Br2 -0.40 -4.54 1.61
H1 -3.63 -6.39 0.58
H2 -2.05 -7.25 0.84
H3 -2.74 -4.26 0.95
H4 -1.82 -5.08 -0.39
Br3 4.62 5.02 -3.12
C7 5.12 3.19 -3.71
C8 5.32 2.23 -2.55
Br4 6.75 2.84 -1.34
H5 6.06 3.35 -4.22
H6 4.28 2.90 -4.32
H7 5.37 1.21 -2.91
H8 4.46 2.38 -1.89
Br5 3.17 -7.74 0.03
C9 2.00 -6.19 -0.32
C10 1.65 -6.08 -1.77
Br6 3.17 -5.54 -2.86
H9 2.28 -5.21 0.06
H10 1.13 -6.49 0.25
H11 0.91 -5.29 -1.90
H12 1.29 -6.98 -2.24
C11 1.20 -0.21 4.94
C12 0.50 1.16 4.80
O9 -0.47 1.10 5.86
C13 -0.63 -0.18 6.27
O10 -1.52 -0.53 6.97
O11 0.30 -0.98 5.73
H13 2.18 -0.07 5.38
H14 1.33 -0.68 3.96
H15 -0.10 1.40 3.93
H16 1.19 1.98 5.00
C14 0.93 5.29 3.49
C15 0.61 5.67 2.06
O12 1.32 6.87 1.80
C16 2.23 7.05 2.78
O13 3.01 7.94 2.82
O14 2.15 6.03 3.68
H17 1.19 4.25 3.63
H18 0.16 5.70 4.14
H19 -0.45 5.94 1.94
H20 0.84 4.85 1.38
C17 0.31 3.25 -3.15
C18 -1.20 2.91 -3.32
O15 -1.43 3.39 -4.65
C19 -0.29 3.62 -5.34
O16 -0.30 3.87 -6.50
O17 0.74 3.58 -4.51
H21 0.85 2.32 -3.02
H22 0.53 4.15 -2.58
H23 -1.93 3.34 -2.65
H24 -1.32 1.83 -3.32
C20 -5.39 -1.52 -0.69
C21 -4.40 -2.61 -1.08
O18 -4.88 -3.71 -0.29
C22 -6.18 -3.49 0.05
O19 -6.94 -4.29 0.49
O20 -6.52 -2.24 -0.28
H25 -5.63 -0.89 -1.55
H26 -4.97 -0.78 0.01
H27 -3.40 -2.34 -0.77
H28 -4.54 -2.92 -2.11

Mulliken atomic charge list, values in e, 6 entries: atom 1 (O): -0.616, atom 2 (C): 0.720, atom 3 (O): -0.344, atom 4 (B): 1.479, atom 5 (O): -0.508, atom 6 (C): 0.425

---

The following is a DFT calculation (ωB97M-V/def2-TZVPD) of a molecular structure, C22H28BF3O3S2 in a non-equilibrium geometry.

Results
LUMO ... -0.919 eV
HOMO-LUMO gap ... 5.34 eV
E_HOMO ... -6.258 eV
Multiplicity ... 1
DFT total energy ... -2201.51596 hartree

Element x y z (Å)
C1 -1.67 4.29 -1.13
C2 -0.83 3.49 -0.30
C3 -0.96 3.21 1.13
C4 0.19 2.53 1.43
C5 0.95 2.22 0.27
B1 -1.54 -2.00 -0.72
C6 2.38 2.17 0.24
C7 3.09 1.74 1.38
C8 4.43 1.50 1.32
C9 5.11 1.77 0.12
C10 6.47 1.14 -0.10
F1 6.45 -0.11 -0.71
F2 7.24 2.01 -0.83
F3 7.13 0.93 1.08
C11 4.42 2.18 -1.02
C12 3.09 2.40 -0.94
O1 -1.44 -2.09 0.78
C13 -2.95 -2.32 0.67
C14 -3.26 -3.73 0.24
C15 -3.51 -2.32 2.07
C16 -3.55 -1.33 -0.36
C17 -4.78 -1.74 -1.21
C18 -3.87 -0.03 0.34
O2 -2.34 -1.05 -1.24
O3 0.37 2.98 -0.78
H1 -2.22 5.03 -0.53
H2 -1.19 4.74 -2.02
H3 -2.47 3.64 -1.53
H4 -1.72 3.57 1.70
H5 0.49 2.09 2.42
H6 2.57 1.70 2.34
H7 5.03 1.25 2.23
H8 5.04 2.47 -1.90
H9 2.58 2.85 -1.79
H10 -4.32 -4.00 0.27
H11 -2.87 -3.94 -0.75
H12 -2.71 -4.43 0.87
H13 -4.57 -2.52 2.12
H14 -3.00 -3.07 2.71
H15 -3.36 -1.38 2.63
H16 -5.66 -1.92 -0.56
H17 -4.97 -0.94 -1.96
H18 -4.55 -2.67 -1.75
H19 -4.67 -0.13 1.08
H20 -3.01 0.29 0.95
H21 -4.03 0.80 -0.38
C19 2.36 -2.43 -0.74
C20 0.98 -3.10 -0.60
S1 -0.37 -2.91 -1.81
C21 0.22 0.78 0.06
S2 0.97 0.07 -1.31
C22 2.35 -0.94 -0.52
H22 2.98 -2.91 0.02
H23 2.89 -2.67 -1.67
H24 1.13 -4.15 -0.85
H25 0.74 -2.98 0.46
H26 -0.75 1.17 -0.66
H27 2.21 -0.72 0.52
H28 3.30 -0.48 -0.77

Mulliken atomic charge list, values in e, 6 entries: atom 1 (C): -1.357, atom 2 (C): 0.716, atom 3 (C): -1.089, atom 4 (C): -0.656, atom 5 (C): 2.277, atom 6 (B): 0.785

---

The following is a DFT calculation (ωB97M-V/def2-TZVPD) of a molecular structure, C22H28N2O2S in a non-equilibrium geometry.

Results
LUMO ... 0.461 eV
HOMO-LUMO gap ... 8.72 eV
E_HOMO ... -8.261 eV
Multiplicity ... 1
DFT total energy ... -1512.67320 hartree

Element x y z (Å)
C1 -5.63 -0.73 -2.38
C2 -4.63 0.12 -1.84
C3 -4.47 0.00 -0.49
C4 -3.41 0.89 0.18
C5 -2.50 1.87 -0.66
C6 -2.68 1.80 -1.83
C7 -3.66 1.05 -2.32
H1 -3.71 0.96 -3.69
H2 -1.99 2.34 -2.57
C8 -1.49 2.55 0.10
N1 -0.10 1.85 -0.25
C9 0.88 1.42 0.51
O1 0.57 1.61 1.67
C10 2.02 0.98 -0.05
C11 3.27 2.01 0.25
H3 2.98 2.53 1.43
H4 3.37 2.88 -0.37
S1 4.74 1.08 0.74
C12 4.80 0.92 2.36
C13 3.60 0.52 3.32
C14 3.32 -0.86 2.81
O2 4.08 -1.88 3.01
N2 1.90 -1.15 2.71
H5 1.30 -0.28 2.77
C15 1.45 -2.45 2.02
C16 0.75 -2.19 0.79
C17 -0.50 -1.56 0.61
C18 -0.95 -1.69 -0.74
C19 -0.07 -1.69 -1.63
C20 1.15 -2.10 -1.48
C21 1.68 -2.47 -0.31
H6 2.76 -2.65 -0.17
H7 1.85 -2.33 -2.37
C22 -0.55 -1.34 -3.17
H8 0.24 -1.00 -3.77
H9 -1.48 -0.99 -3.16
H10 -0.86 -2.41 -3.78
H11 -2.07 -1.25 -0.61
H12 -1.15 -1.63 1.46
H13 0.60 -2.71 3.06
H14 2.00 -2.97 2.42
H15 2.80 1.15 3.29
H16 3.92 0.64 4.35
H17 5.71 0.46 2.71
H18 5.30 1.96 2.75
H19 1.84 1.10 -1.23
H20 2.16 0.17 0.30
H21 -0.09 2.19 -1.28
H22 -1.48 2.33 1.10
H23 -1.48 3.49 -0.05
H24 -3.25 0.77 1.24
H25 -4.97 -0.60 0.15
H26 -5.97 -1.62 -1.98
H27 -5.29 -1.04 -3.32
H28 -6.59 -0.06 -2.58

Mulliken atomic charge list, values in e, 6 entries: atom 1 (C): -1.657, atom 2 (C): 0.717, atom 3 (C): -0.939, atom 4 (C): -0.769, atom 5 (C): 1.112, atom 6 (C): 0.248

---

The following is a DFT calculation (ωB97M-V/def2-TZVPD) of a gas-phase ion, C22H28N3O (charge +1).

Results
LUMO ... -2.207 eV
Structure (SMILES) ... O=C(C[NH+]1CCN(Cc2ccccc2)CC1)N1CCCc2ccccc21
HOMO-LUMO gap ... 9.58 eV
Net charge ... +1
E_HOMO ... -11.790 eV
Multiplicity ... 1
DFT total energy ... -1094.43668 hartree

Element x y z (Å)
O1 -2.93 -2.05 0.19
C1 -2.13 -1.32 -0.42
C2 -0.65 -1.51 -0.04
N1 -0.69 -2.34 1.18
C3 0.20 -3.51 1.16
C4 1.66 -3.05 1.07
N2 1.72 -1.63 1.35
C5 3.06 -1.07 1.26
C6 2.96 0.43 1.19
C7 3.50 1.24 2.19
C8 3.38 2.62 2.11
C9 2.70 3.20 1.06
C10 2.16 2.40 0.06
C11 2.29 1.03 0.13
C12 1.06 -1.35 2.61
C13 -0.45 -1.56 2.42
N3 -2.48 -0.39 -1.29
C14 -3.92 -0.16 -1.49
C15 -4.22 1.29 -1.86
C16 -3.18 2.23 -1.22
C17 -1.87 1.86 -1.84
C18 -1.00 2.78 -2.41
C19 0.15 2.34 -3.05
C20 0.41 0.99 -3.17
C21 -0.45 0.06 -2.60
C22 -1.57 0.50 -1.91
H1 -0.13 -2.05 -0.83
H2 -0.13 -0.57 0.13
H3 -1.73 -2.63 1.14
H4 0.02 -4.08 2.08
H5 -0.07 -4.15 0.31
H6 2.06 -3.21 0.06
H7 2.28 -3.65 1.76
H8 3.52 -1.44 0.34
H9 3.69 -1.37 2.11
H10 4.03 0.79 3.01
H11 3.81 3.24 2.89
H12 2.61 4.28 1.00
H13 1.63 2.85 -0.77
H14 1.89 0.41 -0.66
H15 1.26 -0.32 2.89
H16 1.44 -2.00 3.42
H17 -0.88 -2.11 3.26
H18 -0.98 -0.61 2.33
H19 -4.41 -0.44 -0.56
H20 -4.27 -0.84 -2.27
H21 -4.18 1.42 -2.94
H22 -5.22 1.54 -1.52
H23 -3.17 2.08 -0.14
H24 -3.43 3.27 -1.42
H25 -1.23 3.83 -2.35
H26 0.82 3.06 -3.49
H27 1.28 0.65 -3.71
H28 -0.26 -0.99 -2.74

Mulliken atomic charge list, values in e, 6 entries: atom 1 (O): -0.763, atom 2 (C): 1.095, atom 3 (C): -1.301, atom 4 (N): 0.222, atom 5 (C): -0.660, atom 6 (C): -0.925